Entry 1:
Entry from the Open Molecules 2025 dataset: a molecular structure, C7H14N2 at a distorted geometry (ωB97M-V with the def2-TZVPD basis set).

Structure (ORCA input):
```
! wB97M-V def2-TZVPD RIJCOSX def2/J DEFGRID3
* xyz 0 1
C 0.85748 -0.06212 -0.92220
C 0.19881 0.56758 -2.10574
C 1.10401 -0.68225 1.58597
C -1.89144 1.23617 0.81510
C 0.44458 0.16668 0.48657
C -1.12441 -0.01751 0.55537
N 1.57665 -1.17955 -1.20499
C -1.67934 -1.21062 0.37237
N 1.03209 1.41715 0.17102
H 2.04222 -1.25625 -2.09822
H 2.03438 -1.66170 -0.44251
H 1.50676 1.77613 0.99446
H -0.88033 0.43043 -2.10035
H 0.60320 0.21112 -3.04979
H 0.38444 1.63977 -2.07561
H 0.78627 -0.28048 2.54783
H 0.82882 -1.73996 1.54115
H 2.19017 -0.58391 1.54287
H -1.70649 1.58267 1.83462
H -2.96208 1.07417 0.69776
H -1.52520 2.03246 0.16637
H -1.08965 -2.08198 0.12321
H -2.73094 -1.37801 0.56474
*
```

Results
HOMO	-0.2753	Ha



Entry 2:
Entry from the Open Molecules 2025 dataset: 2 unconnected molecules or ions with the total composition C7H14N2 at a distorted geometry (ωB97M-V with the def2-TZVPD basis set).

Structure (ORCA input):
```
! wB97M-V def2-TZVPD RIJCOSX def2/J DEFGRID3
* xyz 0 1
C 1.09904 2.36104 0.97013
C 2.24313 1.34640 0.80362
C 1.91308 -0.09519 0.57744
C 1.49560 -0.95038 1.55249
N 1.10545 -2.10119 0.91050
C 1.50268 -1.95329 -0.41086
N 1.85323 -0.70224 -0.66152
H 1.31869 3.37700 0.69941
H 0.91589 2.55389 2.02435
H 0.21766 1.96228 0.45379
H 2.98409 1.61962 -0.03125
H 2.92567 1.47944 1.61321
H 1.45003 -0.91684 2.61959
H 0.88553 -2.96202 1.38641
H 1.15401 -2.72449 -1.08209
C -2.43802 0.37476 -1.59972
C -3.25134 -0.88358 -1.20968
H -2.43710 0.44718 -2.67495
H -2.84217 1.28648 -1.17636
H -1.47427 0.17148 -1.13693
H -3.78975 -1.10884 -2.14063
H -4.16024 -0.78353 -0.60785
H -2.67091 -1.79795 -0.87910
*
```

Results
HOMO	-0.3182	Ha



Entry 3:
Entry from the Open Molecules 2025 dataset: 2 unconnected molecules or ions with the total composition C7H14N2 at a distorted geometry (ωB97M-V with the def2-TZVPD basis set).

Structure (ORCA input):
```
! wB97M-V def2-TZVPD RIJCOSX def2/J DEFGRID3
* xyz 0 1
C 2.12115 0.70984 -0.81096
C 1.43861 1.46378 0.29971
C 1.65732 1.34062 1.64197
N 0.70677 2.16015 2.22982
C 0.09034 2.84591 1.22946
N 0.55116 2.47932 0.05185
H 3.02585 1.29301 -1.00027
H 1.44022 0.52189 -1.63070
H 2.49069 -0.26203 -0.47448
H 2.12108 0.61293 2.27733
H 0.54669 2.27652 3.21790
H -0.72118 3.51781 1.45071
C -0.60924 -2.61834 -1.30748
C -1.36499 -1.87504 -0.21874
C -2.26886 -0.75566 -0.70417
H 0.30984 -2.05310 -1.53853
H -1.10682 -2.86125 -2.24369
H -0.08216 -3.49413 -0.91594
H -2.05681 -2.60331 0.21805
H -0.72149 -1.53094 0.59744
H -1.83107 -0.15371 -1.50698
H -3.30870 -0.97360 -0.97977
H -2.42839 -0.04067 0.11747
*
```

Results
HOMO	-0.3165	Ha



Entry 4:
Entry from the Open Molecules 2025 dataset: 2 unconnected molecules or ions with the total composition C7H14N2 at a distorted geometry (ωB97M-V with the def2-TZVPD basis set).

Structure (ORCA input):
```
! wB97M-V def2-TZVPD RIJCOSX def2/J DEFGRID3
* xyz 0 1
C -2.07075 -1.96705 -0.87520
C -2.22952 -2.08809 0.65725
C -1.14580 -1.38143 1.38186
C -1.07745 -0.07665 1.77707
N 0.20463 0.15607 2.20467
C 0.90951 -0.98168 1.88260
N 0.13004 -1.91176 1.41877
H -3.00184 -2.29621 -1.34113
H -1.13880 -2.41804 -1.17902
H -2.04490 -0.89933 -1.10322
H -3.20690 -1.70577 0.95228
H -2.22322 -3.14245 0.92247
H -1.96428 0.53230 1.80599
H 0.44759 1.11172 2.40487
H 1.90555 -1.14734 2.27306
C 1.64262 1.83193 -2.08195
C 2.46432 2.69028 -1.12536
H 1.83987 2.20769 -3.08794
H 1.91268 0.77625 -2.16783
H 0.57015 1.84263 -1.93165
H 2.27058 2.66420 -0.05178
H 3.49069 2.45291 -1.38567
H 2.31523 3.74982 -1.35010
*
```

Results
HOMO	-0.3152	Ha



Entry 5:
Entry from the Open Molecules 2025 dataset: 2 unconnected molecules or ions with the total composition C7H14N2 at a distorted geometry (ωB97M-V with the def2-TZVPD basis set).

Structure (ORCA input):
```
! wB97M-V def2-TZVPD RIJCOSX def2/J DEFGRID3
* xyz 0 1
C -1.48139 -1.86620 -1.72548
C -1.27073 -0.37769 -1.75385
C -0.14658 0.37859 -1.80481
N -0.57052 1.69821 -1.81931
C -1.91505 1.67004 -1.74808
N -2.37329 0.45238 -1.70333
H -2.47247 -2.08837 -2.10918
H -1.38561 -2.19849 -0.68640
H -0.74704 -2.39294 -2.33664
H 0.91725 0.19483 -1.80712
H 0.10831 2.43398 -1.89662
H -2.49516 2.57629 -1.79461
C 1.01899 0.23792 2.99019
C 1.93347 -0.99381 2.88147
C 3.41542 -0.62608 3.00990
H 0.66710 0.46401 3.99912
H 0.21280 0.20969 2.26779
H 1.59814 1.13402 2.73451
H 1.69594 -1.73675 3.63668
H 1.77498 -1.40431 1.88633
H 4.07951 -1.38734 2.59909
H 3.60494 0.31854 2.50182
H 3.68172 -0.51956 4.06721
*
```

Results
HOMO	-0.3189	Ha



Entry 6:
Entry from the Open Molecules 2025 dataset: 2 unconnected molecules or ions with the total composition C7H14N2O at a distorted geometry (ωB97M-V with the def2-TZVPD basis set).

Structure (ORCA input):
```
! wB97M-V def2-TZVPD RIJCOSX def2/J DEFGRID3
* xyz 0 1
C -1.65236 -1.38537 0.47289
C -1.16660 -0.18687 0.85368
N -2.07332 0.78656 1.20390
N 0.21812 0.03237 0.99003
C 1.11320 -1.05770 1.40810
C 0.78782 1.35177 1.30083
H -2.71133 -1.53917 0.30277
H -1.00325 -2.19624 0.16984
H -3.03027 0.56790 0.95235
H -1.82475 1.69818 0.83904
H 0.59497 -1.97419 1.70324
H 1.79743 -1.31920 0.59728
H 1.73763 -0.79510 2.26791
H 0.08689 2.17714 1.16503
H 1.16779 1.39721 2.32586
H 1.62806 1.54210 0.62545
C 1.32319 -0.84105 -2.22770
C 0.95033 0.42500 -1.98997
C -0.51195 0.82264 -2.07739
O -0.84757 2.00015 -2.12923
H 0.64485 -1.67903 -2.10759
H 2.36264 -1.07279 -2.43689
H 1.64065 1.25609 -2.06183
H -1.23216 -0.01038 -2.14759
*
```

Results
HOMO	-0.2763	Ha



Table of total energy (Ha), in record order: -384.52321; -384.59144; -384.61108; -384.61048; -384.62201; -459.79004
Table of relative energy (zero: lowest compared OMol25 entry of this formula, charge and spin) (eV), in record order: 2.957; 1.101; 0.566; 0.583; 0.269; 2.416
Table of gap between HOMO and LUMO (eV), in record order: 8.4; 9.5; 9.5; 9.3; 9.5; 7.9